No. 1
{
  "formula": "C5H11NO",
  "method": "ωB97M-V/def2-TZVPD",
  "e_homo_ev": -9.392,
  "max_force_ha_per_bohr": 0.040,
  "lumo_ev": 0.92,
  "relative_energy_kcal_mol": 62.40,
  "homo_lumo_gap_ha": 0.37891,
  "molar_mass_g_mol": 101.15,
  "elements": ["C", "C", "C", "N", "C", "C", "O", "H", "H", "H", "H", "H", "H", "H", "H", "H", "H", "H"],
  "coordinates": [[-0.258, 0.132, -1.852], [0.466, -0.281, -0.573], [1.138, 1.325, 0.163], [-0.360, -0.884, 0.424], [-1.212, 0.137, 0.971], [0.198, -1.817, 1.274], [1.149, -2.522, 1.018], [-0.964, 0.933, -1.632], [0.492, 0.520, -2.545], [-0.804, -0.665, -2.378], [1.262, -1.020, -0.797], [1.945, 1.020, 0.829], [1.499, 1.790, -0.741], [0.714, 2.225, 0.719], [-2.039, 0.377, 0.298], [-1.595, -0.157, 1.949], [-0.488, 0.990, 0.945], [-0.334, -1.870, 2.244]],
  "forces_ev_per_a": [[0.1, 0.2, 0.1], [0.6, 1.4, 0.5], [0.6, -1.0, -0.9], [0.1, -0.1, 0.1], [-0.1, 0.3, 0.2], [0.1, 0.0, -0.2], [-0.2, 0.3, 0.0], [0.0, 0.0, -0.2], [-0.1, 0.1, 0.0], [0.3, 0.0, 0.4], [0.1, 1.0, 0.3], [0.3, -0.2, -0.4], [0.7, 0.0, -0.2], [-0.6, -1.5, -0.8], [0.0, -0.2, 0.2], [0.0, 0.2, 0.0], [-1.8, -0.3, 1.0], [0.0, -0.1, -0.2]]
}

=====

No. 2
{
  "formula": "C36H19CoN8S5",
  "method": "ωB97M-V/def2-TZVPD",
  "e_homo_ev": [-3.928, -3.962],
  "max_force_ha_per_bohr": 0.016,
  "lumo_ev": [0.92, 0.95],
  "charge": -1,
  "homo_lumo_gap_ha": [0.17819, 0.18034],
  "molar_mass_g_mol": 782.87,
  "spin_multiplicity": 2,
  "elements": ["Co", "C", "C", "C", "C", "C", "N", "C", "C", "C", "C", "C", "C", "C", "C", "N", "C", "N", "C", "N", "C", "N", "C", "N", "C", "N", "C", "C", "C", "C", "C", "C", "C", "C", "C", "C", "C", "C", "C", "C", "N", "H", "H", "H", "H", "H", "H", "H", "H", "H", "H", "H", "H", "H", "H", "H", "H", "C", "S", "C", "C", "S", "S", "C", "S", "S", "H", "H", "H"],
  "coordinates": [[0.609, 0.020, -0.603], [-0.792, 6.377, -0.778], [-0.326, 6.363, 0.544], [0.129, 5.196, 1.129], [0.106, 4.036, 0.363], [0.559, 2.686, 0.615], [1.205, 2.344, 1.712], [1.622, 1.118, 1.917], [2.472, 0.745, 3.033], [3.123, 1.492, 4.002], [3.940, 0.810, 4.890], [4.098, -0.576, 4.814], [3.433, -1.323, 3.855], [2.618, -0.642, 2.964], [1.827, -1.074, 1.823], [1.581, -2.333, 1.545], [0.906, -2.686, 0.470], [0.583, -1.885, -0.586], [0.026, -2.681, -1.548], [-0.260, -2.326, -2.783], [-0.233, -1.068, -3.163], [-0.164, 0.024, -2.350], [-0.284, 1.135, -3.135], [-0.379, 2.379, -2.723], [-0.174, 2.709, -1.463], [0.353, 1.909, -0.487], [-0.358, 4.050, -0.958], [-0.816, 5.225, -1.542], [-0.375, 0.748, -4.532], [-0.414, 1.480, -5.710], [-0.411, 0.776, -6.903], [-0.392, -0.623, -6.919], [-0.368, -1.354, -5.743], [-0.349, -0.649, -4.548], [-0.086, -4.041, -1.065], [-0.603, -5.202, -1.624], [-0.542, -6.362, -0.872], [0.035, -6.370, 0.404], [0.561, -5.217, 0.958], [0.482, -4.047, 0.214], [1.299, 0.012, 1.186], [-1.137, 7.310, -1.206], [-0.314, 7.289, 1.106], [0.507, 5.171, 2.142], [3.004, 2.567, 4.037], [4.477, 1.363, 5.652], [4.766, -1.071, 5.507], [3.563, -2.394, 3.780], [-1.173, 5.228, -2.564], [-0.421, 2.561, -5.686], [-0.406, 1.313, -7.843], [-0.378, -1.136, -7.873], [-0.337, -2.435, -5.747], [-1.038, -5.191, -2.615], [-0.951, -7.281, -1.272], [0.075, -7.301, 0.956], [1.025, -5.211, 1.936], [4.160, 3.411, -1.452], [4.833, 2.734, 0.089], [4.853, 0.974, -0.025], [4.111, 0.063, -0.712], [2.875, 0.245, -1.896], [4.590, -1.617, -0.406], [5.856, -1.349, 0.729], [6.736, -2.533, 1.454], [6.119, 0.336, 1.017], [4.084, 4.484, -1.269], [3.184, 2.992, -1.653], [4.835, 3.205, -2.278]],
  "forces_ev_per_a": [[0.2, 0.1, 0.1], [-0.1, 0.0, 0.0], [0.0, 0.0, 0.0], [0.0, -0.1, 0.1], [-0.1, 0.3, -0.4], [0.3, -0.5, -0.1], [0.0, 0.2, 0.1], [-0.2, -0.1, -0.3], [0.1, -0.3, 0.1], [0.0, 0.0, 0.0], [0.0, 0.1, 0.0], [0.0, -0.1, 0.0], [0.0, -0.1, 0.0], [0.1, 0.3, 0.1], [-0.3, 0.2, -0.3], [0.0, -0.3, 0.1], [0.3, 0.5, 0.0], [-0.4, -0.7, 0.2], [0.2, 0.5, -0.3], [-0.1, -0.3, 0.1], [-0.1, 0.2, 0.3], [0.2, -0.1, -0.7], [-0.1, -0.1, 0.3], [-0.1, 0.2, 0.1], [0.2, -0.5, -0.2], [-0.4, 0.6, 0.2], [0.1, 0.3, 0.3], [0.0, -0.1, 0.0], [0.0, -0.3, 0.0], [0.0, 0.0, 0.0], [0.0, 0.1, 0.0], [0.0, -0.1, 0.0], [0.0, -0.1, -0.1], [0.0, 0.3, -0.1], [0.1, -0.3, 0.4], [0.0, 0.1, -0.1], [0.0, 0.0, 0.0], [0.0, 0.0, 0.0], [0.1, 0.1, 0.1], [-0.2, -0.3, -0.4], [0.4, 0.0, 0.3], [0.0, 0.0, 0.0], [0.0, 0.0, 0.0], [0.0, 0.0, 0.0], [0.0, 0.0, 0.0], [0.0, 0.0, 0.0], [0.0, 0.0, 0.0], [0.0, 0.0, 0.0], [0.0, 0.0, 0.0], [0.0, 0.0, 0.0], [0.0, 0.0, 0.0], [0.0, 0.0, 0.0], [0.0, 0.0, 0.0], [0.0, 0.0, 0.0], [0.0, 0.0, 0.0], [0.0, 0.0, 0.0], [0.0, 0.0, 0.0], [0.2, -0.3, 0.1], [-0.3, 0.2, 0.2], [-0.1, -0.3, -0.2], [0.5, 0.2, 0.2], [-0.4, 0.1, 0.0], [0.0, 0.3, 0.1], [-0.2, 0.3, -0.1], [0.2, -0.2, 0.2], [-0.1, -0.2, -0.1], [0.1, 0.0, 0.0], [-0.1, 0.0, -0.1], [0.0, 0.1, -0.1]]
}

=====

No. 3
{
  "formula": "C6H9N",
  "method": "ωB97M-V/def2-TZVPD",
  "e_homo_ev": -7.426,
  "max_force_ha_per_bohr": 0.065,
  "lumo_ev": 1.02,
  "relative_energy_kcal_mol": 33.16,
  "homo_lumo_gap_ha": 0.31022,
  "molar_mass_g_mol": 95.14,
  "elements": ["C", "C", "C", "C", "C", "C", "N", "H", "H", "H", "H", "H", "H", "H", "H", "H"],
  "coordinates": [[-1.390, 1.289, 0.056], [-0.061, 0.682, 0.330], [0.131, -0.673, 0.114], [-0.960, -1.706, 0.215], [1.486, -0.825, -0.274], [2.061, 0.421, -0.300], [1.098, 1.336, 0.052], [-2.220, 0.906, 0.665], [-1.186, 0.690, -0.891], [-1.448, 2.389, -0.005], [-0.673, -2.653, -0.251], [-1.903, -1.391, -0.261], [-1.198, -1.910, 1.265], [1.989, -1.762, -0.470], [3.072, 0.732, -0.502], [1.191, 2.340, 0.024]],
  "forces_ev_per_a": [[0.2, -0.5, -0.7], [0.6, -0.4, 0.6], [0.4, 0.0, 0.6], [0.1, 0.0, 0.0], [0.2, -0.1, 0.2], [0.2, 0.0, -0.1], [0.2, -0.1, 0.2], [0.4, 0.0, -0.3], [-2.8, 1.9, -0.2], [0.2, -0.6, -0.3], [0.1, 0.1, 0.1], [0.3, 0.1, 0.0], [0.0, -0.1, -0.1], [0.0, 0.1, 0.0], [0.0, 0.0, 0.0], [0.1, -0.3, 0.0]]
}

=====

No. 4
{
  "formula": "C9H16CdO4S",
  "method": "ωB97M-V/def2-TZVPD",
  "e_homo_ev": [-9.373, -13.233],
  "max_force_ha_per_bohr": 0.008,
  "lumo_ev": [-2.66, -3.13],
  "charge": 1,
  "relative_energy_kcal_mol": 0.00,
  "homo_lumo_gap_ha": [0.24657, 0.37116],
  "molar_mass_g_mol": 332.70,
  "spin_multiplicity": 2,
  "elements": ["Cd", "C", "C", "O", "C", "C", "O", "C", "C", "O", "C", "C", "O", "H", "H", "H", "H", "H", "H", "H", "H", "H", "H", "H", "H", "H", "H", "H", "H", "S", "C"],
  "coordinates": [[-1.442, 0.386, 1.106], [1.735, 1.409, 0.962], [0.846, 2.460, 0.345], [-0.265, 1.866, -0.342], [0.052, 1.261, -1.596], [-1.234, 0.693, -2.142], [-1.858, -0.170, -1.189], [-1.690, -1.583, -1.370], [-0.317, -2.044, -0.945], [-0.087, -1.518, 0.358], [1.258, -1.624, 0.817], [1.391, -0.736, 2.033], [0.895, 0.580, 1.757], [2.491, 1.893, 1.584], [2.251, 0.817, 0.203], [1.416, 3.096, -0.335], [0.410, 3.088, 1.120], [0.813, 0.489, -1.460], [0.440, 2.014, -2.287], [-1.048, 0.162, -3.078], [-1.938, 1.500, -2.334], [-1.882, -1.858, -2.408], [-2.454, -2.047, -0.748], [0.461, -1.683, -1.625], [-0.276, -3.136, -0.935], [1.934, -1.320, 0.012], [1.495, -2.657, 1.082], [2.429, -0.697, 2.366], [0.782, -1.116, 2.852], [-3.905, 0.597, 3.427], [-2.702, -0.121, 2.771]],
  "forces_ev_per_a": [[-0.1, -0.1, 0.1], [0.1, -0.1, 0.1], [0.0, 0.1, -0.1], [0.0, 0.1, 0.1], [0.1, 0.1, 0.0], [0.0, -0.1, 0.0], [-0.1, -0.2, 0.0], [-0.1, 0.1, -0.1], [0.1, 0.0, 0.1], [0.1, -0.1, 0.0], [-0.1, -0.1, -0.1], [0.0, 0.1, 0.0], [0.0, -0.1, 0.2], [0.0, 0.0, 0.0], [0.0, 0.0, 0.0], [0.0, 0.0, 0.0], [0.0, 0.0, 0.0], [0.0, 0.0, 0.0], [0.0, 0.0, 0.0], [0.0, 0.0, 0.0], [0.0, 0.0, 0.0], [0.0, 0.0, 0.0], [0.0, 0.0, 0.0], [0.0, 0.0, 0.0], [0.0, 0.0, 0.0], [0.0, 0.0, 0.0], [0.0, 0.0, 0.0], [0.0, 0.0, 0.0], [0.0, 0.0, 0.0], [-0.1, 0.0, 0.1], [0.2, 0.1, -0.3]]
}